Here is a structure of composition C39H40AuNP3 from OMol25. Energies are from ωB97M-V/def2-TZVPD.

Values from the calculation:
LUMO level (spin up / spin down): -0.4297 / -0.4247 hartree
HOMO (spin up / spin down): -16.48 / -16.51 eV
net charge: +3
orbital gap (spin up / spin down): 4.8 / 5.0 eV

Structure (XYZ):
```
84
Properties=species:S:1:pos:R:3:mulliken_charge:R:1
Au 0.88 0.28 -0.59 0.755
N 3.27 -0.73 -0.40 -0.361
C 3.83 -0.53 0.90 0.581
C 5.20 -0.40 1.12 -0.590
C 5.69 -0.31 2.41 -0.777
C 4.84 -0.40 3.51 -0.885
C 3.47 -0.49 3.30 -0.725
C 2.97 -0.51 2.00 0.186
P 1.19 -0.45 1.75 0.813
C 0.44 0.92 2.63 0.831
C 1.14 1.80 3.46 -0.920
C 0.45 2.82 4.09 -0.775
C -0.91 2.99 3.88 -0.779
C -1.59 2.17 3.00 -0.938
C -0.92 1.15 2.36 -0.514
C 0.51 -2.03 2.30 1.167
C -0.67 -2.13 3.04 -0.560
C -1.08 -3.39 3.47 -0.708
C -0.34 -4.52 3.14 -0.679
C 0.83 -4.41 2.39 -0.744
C 1.24 -3.17 1.95 -0.618
H 3.96 -0.54 -1.13 0.321
H 2.98 -1.70 -0.51 0.210
H 5.88 -0.42 0.29 0.457
H 6.75 -0.20 2.57 0.482
H 5.23 -0.41 4.51 0.499
H 2.79 -0.56 4.14 0.634
H 2.20 1.68 3.62 0.590
H 0.98 3.47 4.77 0.493
H -1.43 3.80 4.38 0.472
H -2.64 2.32 2.79 0.550
H -1.43 0.52 1.64 0.425
H -1.24 -1.26 3.32 0.522
H -1.97 -3.48 4.07 0.516
H -0.67 -5.49 3.47 0.472
H 1.41 -5.29 2.16 0.523
H 2.15 -3.07 1.36 0.365
C -5.72 -0.80 0.14 -0.714
C -5.50 -0.30 -1.14 -0.787
C -4.22 -0.10 -1.60 -0.713
C -3.13 -0.42 -0.78 0.764
C -3.35 -0.98 0.47 0.035
C -4.64 -1.17 0.93 -0.731
P -1.46 -0.24 -1.49 1.412
C -1.56 1.05 -2.74 0.896
C -0.72 1.00 -3.85 -0.715
C -0.79 1.99 -4.81 -0.827
C -1.68 3.05 -4.65 -0.574
C -2.47 3.14 -3.51 -0.852
C -2.39 2.16 -2.54 -1.050
C -1.22 -1.86 -2.27 0.957
C -1.72 -2.11 -3.55 -0.415
C -1.70 -3.40 -4.03 -0.847
C -1.17 -4.44 -3.27 -0.701
C -0.68 -4.18 -2.00 -0.719
C -0.70 -2.90 -1.50 -0.038
H -6.73 -0.92 0.51 0.443
H -6.34 -0.07 -1.78 0.467
H -4.07 0.27 -2.61 0.473
H -2.51 -1.29 1.09 0.375
H -4.81 -1.60 1.91 0.498
H -0.03 0.17 -3.97 0.549
H -0.16 1.94 -5.69 0.535
H -1.75 3.82 -5.41 0.486
H -3.14 3.97 -3.38 0.506
H -2.99 2.24 -1.64 0.588
H -2.15 -1.31 -4.14 0.439
H -2.10 -3.61 -5.02 0.468
H -1.15 -5.44 -3.66 0.439
H -0.29 -4.99 -1.39 0.519
H -0.32 -2.69 -0.50 0.132
C 0.59 3.83 -0.89 -0.982
P 1.85 2.52 -0.91 0.576
C 3.06 3.06 0.34 -1.187
C 2.74 2.66 -2.49 -1.097
H 1.06 4.79 -1.11 0.497
H 0.12 3.89 0.10 0.319
H -0.18 3.63 -1.63 0.141
H 3.30 4.11 0.16 0.511
H 3.97 2.47 0.27 0.355
H 2.64 2.95 1.34 0.205
H 3.03 3.70 -2.67 0.453
H 2.11 2.33 -3.31 0.266
H 3.64 2.04 -2.45 0.357
```

=====

Here is a structure of composition C39H40BrGeI2N7PbS5Se from OMol25. Energies are from ωB97M-V/def2-TZVPD.

Values from the calculation:
LUMO level: 0.1210 hartree
HOMO: -2.82 eV
net charge: -2
orbital gap: 6.1 eV

Structure (XYZ):
```
97
Properties=species:S:1:pos:R:3:mulliken_charge:R:1
Pb 0.68 -0.25 -0.36 0.865
N -2.01 1.77 -3.57 0.069
C -1.54 1.37 -2.27 -1.070
N -0.23 0.86 -2.27 -0.077
C 0.63 1.18 -3.23 0.107
N 1.84 0.64 -3.34 -1.270
N 2.03 -0.33 -2.42 0.642
C 3.12 -0.99 -2.40 -0.850
C 3.24 -2.11 -1.46 0.812
C 4.45 -2.78 -1.29 -0.923
C 4.51 -3.84 -0.40 -0.333
C 3.36 -4.23 0.25 -0.888
C 2.20 -3.51 0.02 -0.452
N 2.13 -2.46 -0.79 0.205
C 0.24 2.14 -4.27 0.607
C 1.16 2.73 -5.14 -0.202
C 0.73 3.58 -6.14 -0.726
C -0.63 3.84 -6.28 -0.463
C -1.55 3.27 -5.43 -0.782
C -1.12 2.41 -4.42 0.358
H -2.92 2.21 -3.55 0.331
H -2.23 0.64 -1.85 0.366
H 3.93 -0.77 -3.09 0.338
H 5.33 -2.44 -1.82 0.399
H 5.45 -4.33 -0.17 0.441
H 3.38 -5.03 0.98 0.544
H 1.28 -3.77 0.54 0.621
H 2.21 2.50 -5.00 0.448
H 1.45 4.05 -6.80 0.368
H -0.97 4.54 -7.03 0.377
H -2.60 3.51 -5.52 0.335
Br -5.19 -4.06 -0.50 -0.256
C -3.56 -3.07 -0.49 -0.205
C -2.47 -3.55 -1.20 -0.647
C -1.29 -2.81 -1.19 -0.618
C -1.18 -1.62 -0.48 -0.022
C -2.30 -1.18 0.22 0.449
C -3.50 -1.89 0.22 -0.715
H -2.55 -4.48 -1.75 0.393
H -0.44 -3.19 -1.75 0.428
H -2.26 -0.24 0.77 0.123
H -4.36 -1.51 0.75 0.569
N 0.66 3.01 1.81 -0.311
C -0.27 2.53 2.69 -0.044
C -0.66 3.27 3.82 -0.695
C -1.59 2.75 4.68 -0.550
C -2.14 1.49 4.42 -0.944
C -1.70 0.84 3.29 0.099
N -0.79 1.32 2.44 0.790
H 0.80 4.00 1.76 0.294
H 0.65 2.58 0.90 -0.106
H -0.21 4.24 4.01 0.508
H -1.89 3.31 5.56 0.381
H -2.87 1.04 5.07 0.482
H -2.09 -0.14 3.05 0.177
I 2.51 -2.50 3.37 0.061
I 5.73 -4.65 3.30 -0.884
Se -1.71 2.87 -0.86 0.277
C -3.40 2.33 -0.14 0.591
C -4.39 1.68 -0.88 -0.136
C -5.58 1.29 -0.28 -0.841
C -5.81 1.56 1.06 -0.685
C -4.85 2.23 1.79 -0.633
C -3.65 2.61 1.21 -0.011
H -4.24 1.47 -1.93 0.149
H -6.32 0.77 -0.88 0.407
H -6.74 1.25 1.52 0.354
H -5.01 2.44 2.84 0.429
H -2.89 3.10 1.80 0.262
C -1.61 6.03 1.26 -0.142
S -0.85 7.49 0.50 -0.193
C -0.82 6.98 -1.17 -0.076
C 0.03 6.05 -1.70 -0.089
S 1.27 5.14 -0.97 -0.314
S -0.24 5.79 -3.42 0.135
C -1.57 6.86 -3.68 0.078
S -2.30 7.10 -5.15 -0.356
S -2.02 7.67 -2.24 -0.169
H -2.65 5.92 0.97 0.327
H -1.53 6.17 2.34 0.329
H -1.03 5.15 0.96 -0.471
C -0.64 -4.90 2.50 -1.034
Ge -0.73 -3.38 3.73 0.633
C -2.59 -2.73 3.79 -0.828
C -0.19 -3.93 5.53 -1.220
C 0.46 -2.02 3.00 0.000
H -1.28 -5.72 2.82 0.416
H 0.39 -5.27 2.43 0.308
H -0.96 -4.58 1.50 0.204
H -3.26 -3.56 4.02 0.449
H -2.87 -2.32 2.82 -0.005
H -2.71 -1.96 4.55 0.237
H -0.89 -4.67 5.92 0.377
H -0.18 -3.06 6.20 0.337
H 0.81 -4.35 5.51 0.378
H 0.27 -1.00 3.34 0.511
H 0.33 -2.03 1.92 -0.940
```

=====

M
In order: 812.65, 1459.62
Unit: g mol⁻¹